(1)
A molecular structure, C22H19N5PdS. Source: the OMol25 dataset; level of theory: ωB97M-V/def2-TZVPD.

- LUMO (alpha / beta) (eV) = -16.7 / -16.7
- HOMO (alpha / beta) (eV) = -19.226 / -19.226
- total charge = +4

Element x y z (Å)
Pd  -0.8818  -1.0119  0.5500
C  2.5571  -3.6576  0.8074
C  2.2471  -4.3903  1.9415
C  1.0715  -4.1092  2.6261
C  0.2454  -3.1040  2.1665
N  0.5694  -2.3672  1.0704
C  1.6937  -2.6546  0.4096
C  -1.0692  -2.7837  2.7526
C  -1.6399  -3.3314  3.8857
C  -2.9142  -2.9176  4.2577
C  -3.6010  -1.9750  3.5024
C  -2.9916  -1.4528  2.3762
N  -1.7584  -1.8731  2.0460
C  -3.5552  -0.4751  1.4259
C  -4.8531  -0.0134  1.4738
C  -5.3119  0.8335  0.4706
C  -4.4558  1.1828  -0.5592
C  -3.1605  0.6973  -0.5431
N  -2.7080  -0.0995  0.4285
H  3.4506  -3.8609  0.2346
H  2.9016  -5.1810  2.2841
H  0.7991  -4.6858  3.4986
H  1.8997  -2.0588  -0.4693
H  -1.1108  -4.0659  4.4757
H  -3.3762  -3.3349  5.1430
H  -4.5926  -1.6599  3.7943
H  -5.5149  -0.3211  2.2710
H  -6.3303  1.1988  0.4901
H  -4.7805  1.8187  -1.3704
H  -2.4644  0.9460  -1.3327
N  1.9639  0.2704  -2.5932
C  1.5824  1.0679  -1.6129
S  0.4067  0.9456  -0.4719
N  2.3292  2.3415  -1.5096
C  2.7475  3.1958  -2.3965
C  3.4699  4.3851  -1.8699
C  3.9757  5.2965  -2.7249
C  3.7717  5.1084  -4.1232
C  3.0218  4.0014  -4.6654
C  2.5210  3.0596  -3.8445
H  1.4337  -0.5754  -2.7703
H  2.8614  0.3416  -3.0569
H  2.4420  2.6010  -0.5239
H  3.6052  4.4751  -0.7959
H  4.5301  6.1585  -2.3716
H  4.1871  5.8388  -4.8164
H  2.8627  3.9540  -5.7367
H  1.9232  2.2418  -4.2238

Atom charges from the Löwdin analysis, given in e for atoms 1 to 6: 0.87 0.00 0.03 0.06 -0.17 -0.04

(2)
A molecular structure, C12H22F3O6RuS5. Source: the OMol25 dataset; level of theory: ωB97M-V/def2-TZVPD.

- LUMO (alpha / beta) (eV) = -0.5 / -0.3
- HOMO (alpha / beta) (eV) = -8.230 / -7.986
- 2S+1 = 2
- total charge = 0

Element x y z (Å)
Ru  0.3132  0.1480  0.6109
C  -1.1474  0.5626  -3.1095
C  -1.7205  1.9104  -2.6716
S  -1.7647  2.1954  -0.8995
C  -3.3157  1.5256  -0.3301
C  -3.4175  0.0065  -0.3618
S  -2.1027  -0.8317  0.5782
C  -1.9077  -2.2024  -0.5736
C  -0.7440  -3.0821  -0.1741
S  0.8413  -2.2445  -0.1316
C  1.3940  -2.3394  -1.8436
C  0.6148  -1.5225  -2.8679
S  0.4573  0.2033  -2.3507
H  -1.0183  0.5634  -4.1934
H  -1.8350  -0.2445  -2.8536
H  -2.7208  2.0392  -3.0913
H  -1.0953  2.7175  -3.0571
H  -4.1468  1.9658  -0.8837
H  -3.3772  1.8842  0.6996
H  -3.3983  -0.3613  -1.3868
H  -4.3681  -0.2971  0.0819
H  -1.7680  -1.7844  -1.5660
H  -2.8308  -2.7879  -0.5712
H  -0.6709  -3.9420  -0.8431
H  -0.8790  -3.4591  0.8400
H  1.4172  -3.3894  -2.1443
H  2.4187  -1.9801  -1.7767
H  -0.3850  -1.9269  -3.0283
H  1.1409  -1.5607  -3.8222
C  0.2667  -0.8406  3.3709
O  0.0748  -1.1492  1.9897
H  0.0143  -1.7564  3.9080
H  -0.3894  -0.0487  3.7259
H  1.2996  -0.5858  3.5976
F  5.1545  1.1358  0.4404
C  4.6367  0.0495  1.0369
F  4.9550  0.1030  2.3330
F  5.2313  -1.0319  0.5147
C  3.1172  0.0103  0.8063
O  2.7121  -0.3243  -0.3155
O  2.3742  0.3337  1.7661
C  1.4095  2.9041  3.0137
S  0.2557  2.7525  1.6989
O  -0.4330  4.0000  1.5801
O  -0.5990  1.5345  1.9822
O  1.0193  2.3314  0.5002
H  0.9718  3.5629  3.7607
H  2.3162  3.3342  2.5930
H  1.6287  1.9193  3.4182

Atom charges from the Löwdin analysis, given in e for atoms 1 to 6: 1.13 -0.52 -0.51 0.88 -0.52 -0.47

(3)
9 unconnected molecules or ions with the total composition C19H56O9. Source: the OMol25 dataset; level of theory: ωB97M-V/def2-TZVPD.

- LUMO (eV) = 0.7
- HOMO (eV) = -9.847
- total charge = 0

Element x y z (Å)
C  0.2538  -3.4388  -1.5686
C  0.5458  -3.6760  -0.0876
C  1.5298  -4.8150  0.1432
O  0.9922  -2.4540  0.4839
H  1.2549  -3.3201  -2.0245
H  -0.1911  -2.4496  -1.6372
H  -0.3196  -4.2135  -2.0588
H  -0.4204  -3.8871  0.3910
H  1.1402  -5.7747  -0.1989
H  1.7455  -4.9369  1.2154
H  2.5033  -4.6156  -0.3254
H  1.7918  -2.0852  0.0590
C  1.9692  5.1431  -0.8259
C  2.4588  3.9287  -1.5748
C  2.3611  4.1620  -3.0958
O  3.8924  3.6718  -1.1462
H  2.6800  5.9595  -0.8911
H  1.7513  4.9188  0.2254
H  0.9895  5.4616  -1.2190
H  1.9168  3.0236  -1.2814
H  1.3637  4.4881  -3.3864
H  2.5248  3.2305  -3.6459
H  3.1311  4.8836  -3.3945
H  4.4301  3.6618  -1.9373
C  -2.7137  1.5966  3.6781
C  -3.1295  1.0345  2.3499
C  -4.1287  1.8938  1.6088
O  -1.9768  0.8182  1.5045
H  -2.2133  0.7895  4.2263
H  -3.5727  1.9060  4.2685
H  -1.9694  2.3741  3.5170
H  -3.5927  0.0461  2.5559
H  -4.9236  2.1875  2.3198
H  -4.6035  1.4038  0.7725
H  -3.6819  2.8625  1.3408
H  -1.3979  0.2301  2.0439
C  1.9151  2.3024  2.2737
C  3.3244  1.7133  2.3396
C  3.2628  0.2467  2.7987
O  3.9654  1.7463  1.0253
H  1.3872  1.8886  1.4135
H  1.9429  3.3913  2.1380
H  1.4058  2.1101  3.2178
H  3.9454  2.2871  3.0463
H  3.0934  0.1504  3.8821
H  4.1601  -0.3155  2.5434
H  2.4028  -0.2810  2.3495
H  3.7049  2.5375  0.5098
C  -4.8065  -1.4768  -1.9618
C  -4.0264  -2.6396  -1.2496
C  -3.0598  -2.0917  -0.1509
O  -4.9951  -3.5049  -0.6298
H  -4.4547  -0.4689  -1.7056
H  -5.8804  -1.5073  -1.7897
H  -4.6854  -1.5166  -3.0630
H  -3.4577  -3.1310  -2.0264
H  -2.1181  -1.7977  -0.6030
H  -2.9329  -2.8701  0.6163
H  -3.4912  -1.2340  0.3632
H  -5.1971  -3.1016  0.2259
C  -1.2367  -0.2554  -4.2229
O  -0.7227  1.0723  -3.8839
H  -1.4448  -0.2586  -5.2891
H  -0.5154  -1.0548  -3.9921
H  -2.1860  -0.4701  -3.7122
H  -0.7710  1.2027  -2.9152
C  -1.1420  -2.8375  3.1299
O  -0.7317  -1.5753  2.4707
H  -1.7954  -3.4518  2.4711
H  -0.2056  -3.4034  3.2939
H  -1.7002  -2.7778  4.0624
H  -0.1206  -1.8780  1.7636
C  4.5706  -0.8717  -1.3956
O  3.4012  -0.6716  -0.5672
H  4.5487  -0.2231  -2.2849
H  5.4945  -0.7238  -0.8351
H  4.5471  -1.8964  -1.7773
H  3.5628  0.1036  0.0109
C  0.0014  0.3555  -0.8343
O  -0.8346  1.4953  -0.9098
H  1.0095  0.5712  -0.4470
H  -0.4662  -0.4371  -0.2469
H  0.1884  -0.0288  -1.8367
H  -1.2468  1.5686  -0.0203

Atom charges from the Löwdin analysis, given in e for atoms 1 to 6: -0.04 -0.48 -0.05 -0.09 0.09 0.05

(4)
A single C19H25ClN2O5S molecule. Source: the OMol25 dataset; level of theory: ωB97M-V/def2-TZVPD.

- LUMO (eV) = -0.4
- HOMO (eV) = -9.814
- total charge = 0

Element x y z (Å)
O  -4.7770  -2.0601  -0.7228
C  -3.5916  -1.8314  -0.8134
C  -2.6083  -2.9310  -1.2386
O  -1.2473  -2.5594  -1.0531
C  -0.5413  -3.2233  -0.1270
O  -0.9823  -4.1097  0.5579
C  0.8653  -2.7447  -0.0542
C  1.7605  -3.4439  0.7558
C  3.0869  -3.0706  0.8161
C  3.5336  -1.9752  0.0797
Cl  5.1944  -1.5591  0.1281
C  2.6403  -1.2532  -0.6996
S  3.1010  0.2025  -1.6897
O  4.4296  0.0408  -2.1857
O  2.0258  0.3867  -2.6162
N  3.0867  1.5313  -0.6975
C  4.1249  1.6740  0.2995
C  3.5013  1.2324  1.6388
C  1.9824  1.2293  1.3848
C  1.8351  1.8094  -0.0310
C  1.3188  -1.6476  -0.7786
N  -3.0191  -0.6417  -0.5824
C  -3.7606  0.5261  -0.1539
C  -3.5599  1.6896  -1.1294
C  -2.1483  2.2676  -1.0528
C  -1.8225  2.6906  0.3761
C  -1.9487  1.5026  1.3245
C  -3.3628  0.9296  1.2702
H  -2.8313  -3.8372  -0.6661
H  -2.7552  -3.1337  -2.3034
H  1.3958  -4.2906  1.3174
H  3.7900  -3.6208  1.4207
H  4.9917  1.0923  -0.0039
H  4.4117  2.7291  0.3359
H  3.7727  1.9262  2.4321
H  3.8504  0.2417  1.9252
H  1.5882  0.2132  1.4250
H  1.4436  1.8304  2.1144
H  1.0225  1.3791  -0.6113
H  1.7077  2.8954  0.0070
H  0.6659  -1.0994  -1.4388
H  -2.0241  -0.5485  -0.7126
H  -4.8116  0.2169  -0.1626
H  -3.7724  1.3489  -2.1442
H  -4.2801  2.4709  -0.8802
H  -2.0742  3.1277  -1.7205
H  -1.4183  1.5304  -1.3958
H  -0.8132  3.1027  0.4234
H  -2.5192  3.4722  0.6872
H  -1.7240  1.8150  2.3463
H  -1.2207  0.7345  1.0508
H  -4.0690  1.6827  1.6241
H  -3.4439  0.0596  1.9245

Atom charges from the Löwdin analysis, given in e for atoms 1 to 6: 0.07 -0.46 -0.04 0.00 -0.43 0.13